2 unconnected molecules or ions with the total composition C19H17NOS2 at a distorted geometry, computed with ωB97M-V/def2-TZVPD.

The orbital gap comes out at 2.845 eV. As for the maximum force: 2.0 eV/Å. As for the spin multiplicity: 1.

Positions of all 40 atoms, in Å:
C  -0.128  1.450  -4.249
C  -0.845  0.255  -4.203
C  -0.972  -0.445  -3.006
C  -0.290  -0.028  -1.810
C  -0.186  -0.838  -0.628
C  -0.433  -2.302  -0.692
O  -0.954  -2.933  0.234
C  0.024  -3.071  -1.908
C  1.162  -2.688  -2.629
C  1.528  -3.373  -3.785
C  0.799  -4.500  -4.174
C  -0.274  -4.950  -3.392
C  -0.642  -4.253  -2.241
C  0.259  -0.439  0.638
N  0.653  -0.238  1.737
C  0.320  1.252  -1.864
C  0.426  1.954  -3.066
H  -0.042  2.004  -5.185
H  -1.295  -0.152  -5.115
H  -1.564  -1.367  -2.995
H  1.731  -1.823  -2.273
H  2.366  -3.003  -4.374
H  1.075  -5.024  -5.092
H  -0.832  -5.839  -3.678
H  -1.452  -4.612  -1.601
H  0.755  1.657  -0.947
H  0.955  2.901  -3.092
C  -0.630  3.475  6.302
C  -0.412  4.398  5.123
S  -0.816  3.620  3.501
C  -0.184  2.052  3.562
S  0.211  1.172  4.958
C  0.444  2.410  6.286
H  -0.543  4.053  7.226
H  -1.629  3.031  6.272
H  -1.046  5.299  5.189
H  0.638  4.701  5.037
H  -0.085  1.517  2.615
H  1.435  2.831  6.090
H  0.473  1.847  7.231

natural (NBO) atomic charge list, values in e, 2 entries: number 1, C, carries -0.2746; number 2, C, carries -0.2087

---

A molecular structure, C33H53AsMoN2O4S6SeSi, computed with ωB97M-V/def2-TZVPD.

The orbital gap comes out at 5.602 eV. As for the maximum force: 0.7 eV/Å. As for the spin multiplicity: 1.

Positions of all 102 atoms, in Å:
Mo  -0.387  -0.041  0.129
S  -1.993  0.264  1.864
C  -2.789  1.808  1.692
C  -3.735  2.259  2.608
C  -4.333  3.491  2.414
C  -3.994  4.273  1.312
C  -3.053  3.824  0.403
C  -2.451  2.584  0.599
S  -1.243  2.018  -0.529
H  -3.994  1.650  3.462
H  -5.069  3.845  3.121
H  -4.467  5.233  1.164
H  -2.785  4.423  -0.457
S  -1.573  0.867  -4.130
As  -0.399  -0.540  -3.202
S  0.984  0.413  -1.720
S  -1.532  -1.377  -1.379
S  0.680  -2.057  -4.102
C  -1.579  -6.565  -2.811
C  -1.407  -5.055  -2.711
C  -0.194  -4.625  -1.895
C  -0.377  -4.882  -0.411
N  0.785  -4.416  0.347
C  0.865  -3.335  1.132
Se  -0.580  -2.267  1.711
N  2.121  -3.240  1.616
C  2.602  -2.371  2.693
C  2.811  -3.178  3.974
C  1.536  -3.761  4.586
C  0.681  -2.745  5.332
C  2.884  -4.261  1.071
C  4.231  -4.585  1.214
C  4.676  -5.688  0.515
C  3.814  -6.449  -0.291
C  2.480  -6.129  -0.431
C  2.033  -5.014  0.271
H  -2.406  -6.829  -3.468
H  -1.785  -7.025  -1.844
H  -0.679  -7.032  -3.216
H  -2.305  -4.604  -2.280
H  -1.308  -4.625  -3.711
H  -0.002  -3.567  -2.052
H  0.699  -5.144  -2.256
H  -0.481  -5.946  -0.187
H  -1.246  -4.363  -0.003
H  1.874  -1.566  2.806
H  3.537  -1.923  2.351
H  3.307  -2.523  4.693
H  3.520  -3.985  3.768
H  1.818  -4.565  5.270
H  0.944  -4.245  3.802
H  1.207  -2.362  6.209
H  -0.251  -3.193  5.675
H  0.413  -1.899  4.701
H  4.895  -3.998  1.831
H  5.718  -5.971  0.585
H  4.212  -7.301  -0.824
H  1.823  -6.702  -1.068
C  1.088  4.467  1.867
C  2.121  4.128  0.800
C  1.638  4.529  -0.587
C  3.462  4.772  1.107
O  2.300  2.701  0.755
Si  2.339  1.381  1.666
O  1.179  0.359  1.044
O  3.782  0.638  1.609
C  4.915  0.678  0.715
C  4.473  0.901  -0.722
C  5.834  1.789  1.200
C  5.589  -0.681  0.846
O  1.907  1.598  3.207
C  2.610  1.741  4.448
C  1.534  2.017  5.486
C  3.334  0.442  4.753
C  3.588  2.900  4.347
H  0.927  5.546  1.903
H  1.417  4.135  2.852
H  0.141  3.985  1.641
H  1.497  5.608  -0.645
H  0.694  4.040  -0.814
H  2.367  4.235  -1.342
H  3.360  5.857  1.120
H  4.193  4.510  0.343
H  3.839  4.455  2.079
H  3.995  1.869  -0.852
H  3.771  0.126  -1.029
H  5.338  0.851  -1.384
H  5.322  2.750  1.165
H  6.723  1.853  0.573
H  6.149  1.599  2.226
H  4.940  -1.463  0.450
H  5.815  -0.894  1.892
H  6.521  -0.704  0.281
H  0.814  1.200  5.504
H  1.002  2.936  5.244
H  1.971  2.118  6.480
H  2.620  -0.374  4.772
H  3.815  0.500  5.732
H  4.094  0.234  4.000
H  3.060  3.833  4.148
H  4.316  2.726  3.556
H  4.137  3.013  5.283

Mulliken atomic charge list, values in e, 2 entries: number 1, Mo, carries -0.6015; number 2, S, carries -0.3202

---

A molecular structure, C45H38As2CuO2P, computed with ωB97M-V/def2-TZVPD.

The orbital gap comes out at 8.316 eV. As for the maximum force: 0.5 eV/Å. As for the spin multiplicity: 1.

Positions of all 89 atoms, in Å:
Cu  -0.212  -0.092  0.320
O  3.108  0.448  0.163
C  2.413  -0.261  0.894
O  1.544  -1.124  0.526
C  2.615  -0.111  2.394
C  3.923  -0.100  2.877
C  4.181  0.039  4.228
C  3.130  0.213  5.124
C  1.830  0.242  4.653
C  1.558  0.062  3.293
P  -0.167  0.177  2.711
C  -0.712  1.728  3.508
C  -1.513  1.830  4.641
C  -1.838  3.081  5.154
C  -1.363  4.236  4.550
C  -0.553  4.142  3.425
C  -0.235  2.895  2.909
C  -1.050  -1.135  3.610
C  -0.392  -2.204  4.211
C  -1.118  -3.228  4.808
C  -2.505  -3.192  4.814
C  -3.169  -2.136  4.202
C  -2.446  -1.123  3.594
H  4.733  -0.195  2.165
H  5.202  0.027  4.588
H  3.325  0.341  6.181
H  1.011  0.410  5.343
H  -1.884  0.939  5.132
H  -2.462  3.149  6.037
H  -1.620  5.206  4.956
H  -0.166  5.033  2.944
H  0.408  2.827  2.042
H  0.690  -2.242  4.210
H  -0.594  -4.055  5.270
H  -3.067  -3.988  5.286
H  -4.251  -2.108  4.183
H  -2.973  -0.317  3.094
C  -1.880  2.674  -1.022
C  -2.846  1.708  -0.332
As  -2.342  -0.152  -0.710
C  -3.886  -1.162  -0.107
C  -5.194  -0.833  -0.455
C  -6.253  -1.601  0.001
C  -6.011  -2.708  0.808
C  -4.712  -3.039  1.160
C  -3.651  -2.265  0.705
C  -2.476  -0.155  -2.644
C  -1.476  -0.801  -3.364
C  -1.487  -0.782  -4.752
C  -2.496  -0.113  -5.428
C  -3.494  0.541  -4.717
C  -3.482  0.522  -3.330
As  0.000  2.081  -0.833
C  0.550  1.692  -2.652
C  0.019  2.305  -3.783
C  0.468  1.941  -5.044
C  1.457  0.976  -5.179
C  1.999  0.373  -4.053
C  1.545  0.723  -2.787
C  0.956  3.746  -0.488
C  0.429  5.005  -0.753
C  1.164  6.147  -0.466
C  2.434  6.035  0.085
C  2.969  4.778  0.336
C  2.235  3.634  0.053
H  -1.979  3.669  -0.591
H  -2.112  2.742  -2.085
H  -3.878  1.907  -0.622
H  -2.786  1.807  0.753
H  -5.392  0.022  -1.091
H  -7.268  -1.342  -0.274
H  -6.839  -3.309  1.162
H  -4.518  -3.895  1.794
H  -2.636  -2.517  0.989
H  -0.673  -1.301  -2.835
H  -0.695  -1.276  -5.302
H  -2.500  -0.091  -6.511
H  -4.279  1.070  -5.243
H  -4.257  1.052  -2.788
H  -0.743  3.069  -3.690
H  0.048  2.414  -5.924
H  1.807  0.696  -6.166
H  2.777  -0.374  -4.155
H  1.970  0.262  -1.902
H  -0.554  5.111  -1.195
H  0.746  7.124  -0.675
H  3.007  6.925  0.312
H  3.962  4.684  0.758
H  2.659  2.653  0.248

Mulliken atomic charge list, values in e, 2 entries: number 1, Cu, carries -0.3679; number 2, O, carries -0.7391